Version a
Below is 2 unconnected molecules or ions with the total composition C11H15N, with properties calculated with wB97M-V/def2-TZVPD.

Summary:
Gap between HOMO and LUMO ... 9.016 eV
HOMO ... -8.1 eV
Spin multiplicity ... 1

Positions of all 27 atoms, in Å:
C: -2.45 -2.40 0.92
C: -1.37 -2.44 -0.30
H: -3.37 -1.80 0.43
H: -2.62 -3.49 1.21
H: -2.05 -1.71 1.74
H: -1.74 -2.58 -1.26
H: -0.70 -3.14 -0.10
H: -0.87 -1.35 -0.44
C: 0.63 0.59 2.53
C: 0.30 1.67 -1.00
C: 0.84 0.79 -0.04
C: 0.15 1.01 1.18
C: -0.92 1.89 1.00
C: 1.84 0.85 -2.51
C: 0.89 1.80 -2.34
C: 2.40 -0.09 -1.62
C: 1.81 -0.14 -0.35
N: -0.75 2.28 -0.41
H: 2.21 0.94 -3.57
H: 0.55 2.24 -3.28
H: 3.04 -0.94 -1.86
H: 2.39 -0.75 0.43
H: -0.90 3.18 -0.70
H: -1.71 2.30 1.63
H: 1.28 -0.28 2.58
H: -0.17 0.13 3.12
H: 1.29 1.44 3.02

=====

Version b
Below is 2 unconnected molecules or ions with the total composition C11H15N, with properties calculated with wB97M-V/def2-TZVPD.

Summary:
Gap between HOMO and LUMO ... 8.814 eV
HOMO ... -7.9 eV
Spin multiplicity ... 1

Positions of all 27 atoms, in Å:
C: -2.10 -4.32 1.83
C: -1.81 -4.50 0.35
H: -1.81 -5.25 2.38
H: -1.45 -3.64 2.38
H: -3.08 -4.02 2.19
H: -0.75 -4.69 0.24
H: -2.40 -5.33 -0.05
H: -2.14 -3.62 -0.18
C: 3.27 0.24 0.08
C: 0.78 0.79 -0.06
C: 2.14 1.03 -0.43
C: -0.02 1.84 -0.63
C: 2.15 2.23 -1.08
C: -1.38 -0.14 0.58
C: -2.03 0.93 0.02
C: -0.01 -0.22 0.54
C: -1.46 1.98 -0.67
N: 0.88 2.75 -1.17
H: -1.93 -0.84 1.19
H: -3.13 0.86 0.03
H: 0.49 -1.04 1.05
H: -1.86 2.67 -1.39
H: 2.81 -0.62 0.61
H: 3.84 0.63 0.92
H: 2.95 2.61 -1.69
H: 0.60 3.56 -1.69
H: 3.95 -0.33 -0.56

=====

Version c
Below is 2 unconnected molecules or ions with the total composition C11H15N, with properties calculated with wB97M-V/def2-TZVPD.

Summary:
Gap between HOMO and LUMO ... 8.745 eV
HOMO ... -7.8 eV
Spin multiplicity ... 1

Positions of all 27 atoms, in Å:
C: 1.07 3.34 -1.58
C: 0.09 3.02 -0.47
H: 2.07 3.49 -1.17
H: 1.15 2.59 -2.36
H: 0.81 4.29 -2.03
H: -0.81 2.49 -0.82
H: -0.25 3.89 0.09
H: 0.47 2.29 0.25
C: -2.36 -1.69 2.14
C: 0.03 -1.32 -0.70
C: -0.24 -1.32 0.68
C: -1.67 -1.48 0.83
C: -2.17 -1.59 -0.42
C: 2.33 -0.96 -0.32
C: 1.32 -1.24 -1.22
C: 2.08 -0.83 1.05
C: 0.81 -1.04 1.55
N: -1.16 -1.51 -1.36
H: 3.34 -0.80 -0.67
H: 1.54 -1.50 -2.25
H: 2.89 -0.59 1.73
H: 0.67 -1.06 2.63
H: -1.30 -1.44 -2.35
H: -3.19 -1.76 -0.71
H: -1.75 -2.38 2.74
H: -3.36 -2.09 1.98
H: -2.42 -0.79 2.74

=====

version c wins, 92.4 kJ/mol ahead of the next structure.

=====

Version a
Below is a single C10H18O2Si molecule, with properties calculated with wB97M-V/def2-TZVPD.

Summary:
Gap between HOMO and LUMO (alpha / beta) ... 7.893 / 8.356 eV
HOMO (alpha / beta) ... -8.3 / -8.7 eV
Spin multiplicity ... 1

Positions of all 31 atoms, in Å:
C: -3.35 0.88 0.04
C: -1.53 1.22 1.31
C: -0.06 1.21 1.24
C: 0.69 0.17 0.53
C: 0.68 1.59 -0.03
C: 0.04 1.82 -1.33
C: 1.90 2.45 0.27
C: 2.16 -2.28 -0.70
C: -0.80 -1.82 -1.54
C: -0.10 -2.30 1.49
O: -4.19 0.56 -0.79
O: -2.17 0.47 0.24
Si: 0.50 -1.55 -0.11
H: -1.91 0.75 2.25
H: -1.86 2.28 1.51
H: 0.38 1.47 2.29
H: -0.93 1.42 -1.52
H: 0.75 1.43 -2.07
H: -0.20 2.86 -1.49
H: 2.56 1.83 0.76
H: 1.66 3.33 0.87
H: 2.32 2.80 -0.66
H: 3.01 -2.36 0.04
H: 1.93 -3.32 -0.96
H: 2.37 -1.77 -1.68
H: -1.72 -2.30 -1.20
H: -1.16 -0.89 -1.80
H: -0.28 -2.50 -2.21
H: 0.78 -2.72 1.98
H: -0.69 -1.53 1.86
H: -0.76 -3.20 1.38

=====

Version b
Below is 2 unconnected molecules or ions with the total composition C10H18O2Si, with properties calculated with wB97M-V/def2-TZVPD.

Summary:
Gap between HOMO and LUMO (alpha / beta) ... 7.898 / 7.898 eV
HOMO (alpha / beta) ... -7.7 / -7.7 eV
Spin multiplicity ... 1

Positions of all 31 atoms, in Å:
C: -0.11 -2.54 0.57
C: 2.57 0.80 2.30
C: 0.17 -1.55 -0.29
C: 1.38 0.73 1.72
C: -2.91 0.27 0.24
C: 5.40 0.57 -1.00
C: -5.72 0.76 -0.49
C: 3.84 1.16 -0.99
C: -5.01 -0.59 -0.43
C: 2.75 0.08 -1.01
O: -3.50 0.96 1.04
O: -3.51 -0.60 -0.57
Si: 1.37 -0.15 0.04
H: -0.79 -3.42 0.38
H: 0.09 -2.50 1.60
H: 2.80 1.16 3.26
H: 3.35 0.36 1.66
H: -0.03 -1.83 -1.35
H: 0.57 1.18 2.30
H: 5.44 -0.28 -1.61
H: 6.16 1.23 -1.21
H: 5.56 0.25 0.07
H: -5.56 1.23 -1.49
H: -6.78 0.46 -0.56
H: -5.51 1.36 0.39
H: 3.81 1.79 -0.17
H: 3.71 1.89 -1.82
H: -5.14 -1.31 -1.22
H: -5.37 -1.07 0.53
H: 2.77 -0.62 -1.92
H: -1.82 0.21 0.03

=====

version b wins, 41.3 kJ/mol ahead of the next structure.

=====

Version a
Below is 2 unconnected molecules or ions with the total composition C4H11NS, with properties calculated with wB97M-V/def2-TZVPD.

Summary:
Gap between HOMO and LUMO ... 9.108 eV
HOMO ... -8.1 eV
Spin multiplicity ... 1

Positions of all 17 atoms, in Å:
C: 3.07 -1.28 -1.40
S: 2.86 -0.47 0.16
C: 1.22 -1.16 1.03
H: 2.99 -2.32 -1.28
H: 2.24 -0.87 -2.04
H: 3.98 -0.96 -1.90
H: 0.52 -0.62 0.38
H: 1.14 -0.65 1.99
H: 1.24 -2.25 0.97
C: -1.99 1.56 1.38
C: -2.12 0.86 0.16
N: -3.19 1.03 -0.70
H: -2.64 2.52 1.58
H: -1.15 1.37 2.02
H: -1.16 0.43 -0.34
H: -3.97 1.57 -0.31
H: -3.05 1.24 -1.69

=====

Version b
Below is 2 unconnected molecules or ions with the total composition C4H11NS, with properties calculated with wB97M-V/def2-TZVPD.

Summary:
Gap between HOMO and LUMO ... 5.468 eV
HOMO ... -5.9 eV
Spin multiplicity ... 1

Positions of all 17 atoms, in Å:
C: -1.28 2.67 -0.25
C: -0.81 1.86 -1.44
S: -0.21 0.18 -0.99
H: -0.64 2.93 0.60
H: -2.12 2.18 0.27
H: -1.72 3.61 -0.63
H: -0.08 2.40 -2.03
H: -1.69 1.65 -2.03
C: 0.97 -1.50 1.72
C: 1.66 -0.85 0.79
N: 0.25 -2.75 1.36
H: 0.75 -1.10 2.69
H: 2.04 0.09 1.11
H: 1.77 -1.20 -0.22
H: 0.01 -2.72 0.37
H: 0.61 -3.61 1.74
H: -0.68 -2.67 1.77

=====

version a wins, 134.3 kJ/mol ahead of the next structure.

=====

Version a
Below is a single C4H11NS molecule, with properties calculated with wB97M-V/def2-TZVPD.

Summary:
Gap between HOMO and LUMO ... 9.962 eV
HOMO ... -9.1 eV
Spin multiplicity ... 1

Positions of all 17 atoms, in Å:
C: 0.39 -1.23 -0.31
C: 1.27 -0.19 0.35
C: 0.67 1.07 1.23
S: -0.47 0.64 2.67
C: -0.98 -0.59 -0.73
N: -0.73 0.03 -2.02
H: 0.04 -1.87 0.40
H: 0.95 -1.68 -1.17
H: 1.73 0.30 -0.55
H: 2.02 -0.52 1.14
H: 0.02 1.59 0.46
H: 1.47 1.79 1.54
H: -1.41 1.61 2.59
H: -1.00 0.19 0.09
H: -1.90 -1.22 -0.67
H: -1.49 0.70 -2.18
H: -0.58 -0.61 -2.81

=====

Version b
Below is a molecular structure, C4H11NS, with properties calculated with wB97M-V/def2-TZVPD.

Summary:
Gap between HOMO and LUMO ... 8.721 eV
HOMO ... -8.5 eV
Spin multiplicity ... 1

Positions of all 17 atoms, in Å:
C: 2.49 0.94 -0.01
C: 0.15 -0.41 0.56
C: -0.68 0.62 -0.24
C: -2.29 0.73 0.14
H: 1.60 1.66 0.87
H: 2.40 1.54 -1.04
H: 3.75 0.88 0.96
H: -0.31 -1.48 0.87
H: 0.37 0.20 1.52
H: -0.36 1.63 -0.41
H: -0.65 0.20 -1.25
H: -2.22 1.26 1.01
H: -2.76 1.34 -0.74
H: -3.63 -1.09 1.09
H: -3.55 -0.33 -1.17
N: -2.91 -0.63 -0.14
S: 1.73 -0.79 -0.22

=====

version a wins, 652.1 kJ/mol ahead of the next structure.

=====

Version a
Below is a single C4H11NS molecule, with properties calculated with wB97M-V/def2-TZVPD.

Summary:
Gap between HOMO and LUMO ... 9.927 eV
HOMO ... -9.0 eV
Spin multiplicity ... 1

Positions of all 17 atoms, in Å:
C: -2.66 -0.39 -0.06
C: -1.54 0.54 -0.26
C: 1.01 0.54 0.06
C: 2.15 -0.44 -0.21
H: -2.63 -1.03 -0.92
H: -2.50 -1.04 0.81
H: -3.68 0.06 -0.08
H: -1.60 1.29 0.57
H: -1.59 1.08 -1.22
H: -0.43 -0.63 0.60
H: 1.09 0.70 1.14
H: 0.96 1.53 -0.50
H: 1.87 -0.88 -1.15
H: 1.93 -1.36 0.47
H: 4.00 0.16 1.15
N: -0.26 -0.15 -0.21
S: 3.88 0.02 -0.21

=====

Version b
Below is 2 unconnected molecules or ions with the total composition C4H11NS, with properties calculated with wB97M-V/def2-TZVPD.

Summary:
Gap between HOMO and LUMO ... 5.270 eV
HOMO ... -5.7 eV
Spin multiplicity ... 1

Positions of all 17 atoms, in Å:
C: -2.19 1.34 0.20
C: -1.63 1.46 -1.23
S: -0.02 0.64 -1.43
H: -3.25 1.05 0.26
H: -2.14 2.34 0.64
H: -1.66 0.62 0.81
H: -1.42 2.52 -1.39
H: -2.40 1.34 -2.01
C: 1.19 -1.25 1.66
C: 2.38 -0.71 1.63
N: 0.85 -2.30 0.67
H: 0.42 -1.04 2.38
H: 2.83 -0.14 2.43
H: 3.09 -0.90 0.83
H: 1.16 -2.03 -0.28
H: 1.18 -3.17 1.09
H: -0.15 -2.46 0.53

=====

version a wins, 253.7 kJ/mol ahead of the next structure.